(1)
67
Properties=species:S:1:pos:R:3:forces:R:3 method="wB97M-V/def2-TZVPD" e_tot_ev=-39738.7079 charge=0 smiles=OCCO.OCCO.OCCO.OCCO.CO.CO.CO.CO.O e_homo_ev=-9.758
O -5.04034 -1.85124 4.01495 -1.1 -1.4 -0.8
C -4.13268 -2.89331 3.71232 0.1 0.0 2.2
C -3.49879 -2.77549 2.40061 2.0 -0.4 -1.5
O -2.60308 -1.65967 2.32992 0.6 -0.9 1.2
H -4.57343 -1.10433 4.31856 0.8 1.5 0.6
H -3.35979 -2.93146 4.50973 -0.1 0.0 -0.4
H -4.67433 -3.82656 3.80807 -0.2 -0.2 -0.2
H -4.24414 -2.66972 1.63931 -0.6 0.0 -0.6
H -2.86597 -3.69085 2.15503 -0.9 0.9 0.4
H -2.94186 -0.96049 1.78235 -0.7 0.6 -0.5
O 2.25077 -0.68500 -0.26864 -0.8 0.1 -0.7
C 2.64738 -1.25075 0.97508 -0.2 -1.8 -1.5
C 1.66417 -2.29768 1.48369 1.4 0.3 2.5
O 1.81574 -3.56143 0.90947 0.0 -0.3 1.0
H 1.42530 -0.13961 -0.19965 1.0 -0.4 0.2
H 3.54284 -1.83969 0.70702 0.1 0.7 0.5
H 2.78085 -0.47353 1.67523 0.5 0.6 1.1
H 0.67998 -1.87171 1.42170 -0.9 -0.1 0.0
H 1.90737 -2.48905 2.58763 -0.5 0.5 -1.3
H 1.72144 -3.48007 -0.01485 -0.2 0.1 -1.8
O 0.42786 1.47229 -0.00100 0.1 0.8 -0.5
C 0.91617 2.69247 -0.57786 -0.3 1.0 -0.6
C 2.36966 2.54378 -1.07117 -1.4 -1.0 1.1
O 3.06476 1.87708 -0.00150 0.8 -0.2 -1.0
H 0.83587 1.46980 0.88230 -0.4 -0.2 0.3
H 0.22837 3.03972 -1.41111 0.7 -0.6 0.9
H 0.92066 3.49946 0.19035 -0.2 -0.6 -0.3
H 2.77066 3.50725 -1.22627 0.6 1.2 -0.1
H 2.38130 2.03833 -2.02616 0.3 -0.6 -0.1
H 3.37697 1.00922 -0.34324 -0.5 0.6 0.3
O -1.02222 1.07013 -6.41876 0.8 -0.2 1.0
C -0.49608 0.56848 -5.16098 -1.0 1.6 1.2
C 0.35080 1.69136 -4.45318 -0.6 -1.0 -1.0
O 1.38544 2.15098 -5.31074 -0.6 0.4 -0.9
H -1.82100 0.57684 -6.60513 -0.1 -0.1 -0.1
H -1.37513 0.29304 -4.48260 1.4 0.1 -0.7
H 0.20813 -0.23177 -5.29015 0.0 -0.8 -0.4
H 0.90107 1.21727 -3.63559 -0.5 0.2 0.3
H -0.30194 2.51925 -4.15684 0.1 -0.1 0.3
H 0.94009 2.50788 -6.10910 0.5 -0.3 0.5
C 3.05890 -1.09374 -4.00251 -1.7 -0.3 -1.0
O 3.45447 0.11435 -4.57188 0.7 1.1 0.2
H 3.93259 -1.69853 -3.98202 0.6 -0.8 0.3
H 2.59377 -1.03887 -3.00163 0.3 0.2 -0.2
H 2.32207 -1.55123 -4.70839 0.4 -0.2 0.7
H 2.75187 0.56000 -5.05206 -0.2 0.1 0.1
C -0.87009 -1.66742 -1.32047 -0.6 1.1 -0.5
O -1.24316 -0.25951 -1.30867 -0.6 -0.8 -0.8
H -1.86481 -2.10658 -1.23284 0.5 -0.7 0.4
H -0.45591 -2.01754 -2.31198 0.0 0.6 1.1
H -0.19164 -1.81150 -0.46687 -0.4 -0.7 -0.5
H -0.55320 0.28635 -0.95553 0.9 0.5 0.4
C -2.05556 1.35456 4.82043 0.0 1.1 0.6
O -3.08662 0.37181 4.76255 1.2 -1.0 -0.7
H -1.12517 1.00841 5.30363 -0.4 -0.1 0.1
H -1.78472 1.63119 3.81053 0.1 0.3 -0.4
H -2.37917 2.30900 5.36367 0.1 -1.5 -0.7
H -2.69959 -0.33924 4.16264 -0.8 1.0 0.8
C 1.85140 1.90983 3.78410 -3.1 -0.9 0.4
O 1.63331 1.51978 2.42292 1.4 -0.1 0.1
H 0.78405 2.07821 4.13610 1.4 -0.3 0.1
H 2.32530 1.13224 4.42223 -0.1 0.5 -0.6
H 2.29781 2.86332 3.84701 1.0 0.9 0.1
H 2.48424 1.60841 1.95299 -0.4 0.0 -0.1
O -3.35123 0.33267 0.74394 1.3 -0.3 -1.1
H -3.77680 1.16742 0.57541 -0.3 0.4 0.1
H -2.61497 0.27542 0.06790 -0.9 -0.1 0.6


(2)
67
Properties=species:S:1:pos:R:3:forces:R:3 method="wB97M-V/def2-TZVPD" e_above_lowest_kj_mol=8.38 e_tot_ev=-118997.0449 charge=0 e_homo_ev=-9.321
C -1.85245 -1.68509 -4.05607 0.4 0.0 -0.1
C -0.94871 -1.36387 -2.86065 0.0 0.1 -0.2
C -0.80742 0.15277 -2.61289 0.1 -0.5 -0.5
Br -1.58209 0.67941 -0.91092 -0.2 0.1 0.3
P 0.90338 0.87209 -2.67798 0.0 0.4 0.2
I 1.09376 0.98445 -5.11513 0.1 -0.1 -0.1
H -1.69633 -0.94077 -4.83939 -0.2 0.0 0.0
H -2.90318 -1.75500 -3.78876 -0.1 0.1 0.0
H -1.55237 -2.63673 -4.49514 -0.1 -0.1 0.1
H 0.04352 -1.77117 -3.06385 0.0 0.0 0.1
H -1.32991 -1.85000 -1.96591 0.0 -0.1 0.0
H -1.37059 0.68774 -3.37543 -0.1 0.2 0.2
H 1.61753 -0.33533 -2.50885 0.0 -0.1 -0.1
C -4.07807 -4.34721 -1.71050 0.1 0.0 0.0
O -2.75672 -4.01724 -2.13013 -0.1 0.0 0.0
H -4.74584 -3.62547 -2.17503 0.0 0.0 0.0
H -4.36479 -5.35018 -2.03697 0.0 0.0 0.0
H -4.18426 -4.27954 -0.62528 0.0 0.0 0.0
H -2.14899 -4.64524 -1.73423 0.1 -0.1 0.0
C 1.63110 -0.92484 1.05163 0.0 0.0 0.0
O 0.69235 0.02466 1.55215 0.2 -0.2 0.0
H 2.36010 -1.10304 1.83701 0.0 0.0 0.0
H 1.13687 -1.86930 0.80943 0.0 0.0 0.0
H 2.14602 -0.54655 0.16303 0.0 0.0 0.0
H 0.03451 0.17819 0.86297 -0.2 -0.1 0.0
C 0.92269 3.07455 2.72229 0.3 -0.4 -0.4
O 1.42219 2.66622 1.44930 0.0 0.5 0.1
H 1.09559 4.14202 2.81940 0.0 0.0 0.0
H -0.14878 2.87934 2.79873 0.0 0.1 0.1
H 1.44256 2.54871 3.52761 -0.1 0.1 0.1
H 1.26393 1.71585 1.38427 0.0 -0.1 0.1
C 5.12407 0.67732 -5.86117 -0.1 0.0 0.0
O 4.71088 0.38303 -7.18859 0.1 0.0 0.1
H 6.18565 0.90987 -5.89350 0.0 0.0 0.0
H 4.58653 1.53847 -5.45593 0.0 0.0 0.0
H 4.97550 -0.17898 -5.19703 0.0 0.0 0.0
H 3.77450 0.17378 -7.16438 -0.1 0.0 0.0
C -1.33070 0.40517 4.42822 0.0 0.0 -0.1
O -1.22132 -0.79509 3.67745 0.1 -0.1 0.2
H -2.36438 0.49001 4.75673 0.0 0.0 0.0
H -0.68339 0.39534 5.31066 0.0 0.0 0.0
H -1.07983 1.28052 3.82334 0.0 0.0 0.1
H -0.31155 -0.84689 3.36092 0.0 0.1 -0.2
C -4.53906 -3.91071 -5.81927 0.0 0.1 -0.1
O -5.28650 -2.81897 -5.29243 0.1 -0.2 0.1
H -3.90481 -4.29130 -5.02173 0.0 0.0 0.0
H -5.19136 -4.71653 -6.16624 0.0 0.0 0.0
H -3.90301 -3.58532 -6.64700 0.0 -0.1 0.0
H -5.84087 -2.47846 -5.99678 -0.1 0.1 0.0
C -1.82143 6.51171 2.68041 0.0 -0.1 0.0
O -1.33976 5.17558 2.73598 -0.1 0.2 0.0
H -1.95640 6.84394 3.70688 0.0 0.0 0.0
H -1.10771 7.17784 2.18797 0.0 0.0 0.0
H -2.78279 6.57686 2.16366 0.0 0.0 0.0
H -1.21252 4.86522 1.83608 0.1 -0.1 -0.1
C 2.22443 -1.64663 5.62619 -0.1 0.0 0.0
O 1.66221 -2.06488 4.38688 0.0 0.0 0.0
H 3.20910 -1.23963 5.40963 0.0 0.0 0.0
H 1.62041 -0.86929 6.10078 0.0 0.0 0.0
H 2.33528 -2.48396 6.31959 0.0 0.0 0.0
H 0.78900 -2.42463 4.56819 -0.1 0.0 0.0
C 4.06563 1.94175 4.91045 0.0 0.3 0.1
O 3.08398 2.62402 5.68540 0.1 -0.2 0.0
H 3.88348 0.87473 5.01128 0.0 0.0 0.0
H 3.99596 2.21557 3.85414 0.0 -0.1 0.0
H 5.07052 2.16638 5.27807 0.0 -0.1 -0.1
H 3.24464 3.56471 5.59045 -0.1 0.1 0.0


(3)
66
Properties=species:S:1:pos:R:3:forces:R:3 method="wB97M-V/def2-TZVPD" e_above_lowest_kj_mol=99.68 e_tot_ev=-33990.6799 charge=0 smiles=COC[C@H](C)N.COC[C@H](C)N.COC[C@H](C)N.O.O.O.O.O e_homo_ev=-8.601
C -3.61527 1.26799 1.80366 -0.5 0.3 -0.2
O -4.12857 1.28101 0.43274 0.9 -1.8 1.2
C -4.40240 -0.10448 0.05209 0.3 0.6 -0.3
C -4.41251 -0.19077 -1.46628 -0.9 -0.2 0.0
C -5.23340 -1.45216 -1.83054 0.2 -0.3 2.0
N -3.04128 -0.19609 -1.96214 0.2 -0.1 -0.7
H -4.44189 0.97060 2.48440 0.5 0.1 -0.3
H -3.28870 2.28828 2.05092 -0.1 -0.4 -0.1
H -2.75503 0.57861 1.93445 -0.6 0.4 -0.3
H -3.60559 -0.81732 0.36110 -0.3 0.7 0.3
H -5.36879 -0.40703 0.48474 0.3 0.1 0.0
H -4.94799 0.70035 -1.82959 -0.1 -0.2 0.0
H -6.20314 -1.35034 -1.29768 0.3 -0.1 -0.8
H -4.81331 -2.39413 -1.39744 0.1 0.8 -0.2
H -5.36332 -1.66491 -2.86487 -0.2 0.3 -0.9
H -2.74023 0.74454 -2.23059 0.0 -0.3 0.4
H -2.98488 -0.72521 -2.82947 -0.1 0.0 0.1
C 3.18345 -1.08933 -3.04190 0.3 0.7 -0.5
O 2.42142 -0.13183 -2.33092 0.9 0.3 0.9
C 2.92190 -0.05526 -0.94372 -0.7 -1.3 -0.9
C 3.70955 1.19867 -0.65834 0.9 -0.3 0.6
C 4.52612 0.96429 0.63336 -0.2 0.3 0.1
N 2.92348 2.38967 -0.49355 -1.3 1.0 0.7
H 2.93212 -0.94264 -4.09580 -0.1 -0.4 0.0
H 2.91279 -2.07342 -2.66079 0.3 -0.3 -0.3
H 4.27735 -0.89343 -2.98954 -0.6 -0.2 0.3
H 2.04054 -0.05825 -0.32664 -0.3 0.0 0.4
H 3.43329 -1.03822 -0.77724 0.0 1.0 0.1
H 4.39241 1.37310 -1.48426 0.2 0.1 -0.3
H 5.12541 0.04945 0.64032 0.1 0.2 -0.4
H 3.77876 0.78778 1.40394 0.0 0.2 0.5
H 5.15569 1.83890 0.92340 -0.6 -0.7 -0.4
H 2.45255 2.72627 -1.32525 0.2 -0.2 -0.1
H 2.15845 2.36357 0.22218 1.2 -0.5 -0.7
C 2.88989 -2.82656 1.75787 1.0 -0.8 -0.8
O 2.52825 -1.82616 2.64577 0.5 0.7 -0.2
C 1.20667 -1.42046 2.44535 -1.8 -1.4 1.3
C 0.87963 -0.16875 3.29496 -0.2 -0.4 -1.3
C 1.22691 -0.40729 4.73496 0.4 0.0 0.5
N -0.46307 0.38986 3.12232 -0.7 -0.1 -0.8
H 2.74941 -3.83537 2.16265 -0.1 0.1 0.1
H 3.94117 -2.71085 1.48587 0.2 0.0 0.4
H 2.39695 -2.80121 0.77868 -0.5 0.3 0.2
H 1.00806 -1.34560 1.38111 -0.1 0.6 -0.2
H 0.56090 -2.28210 2.79915 0.1 0.7 -0.2
H 1.58244 0.55518 2.88028 -0.1 0.5 0.2
H 0.61858 -1.16175 5.27442 0.1 0.4 -0.5
H 1.23692 0.53563 5.28165 -0.3 0.0 0.1
H 2.25332 -0.75520 4.72585 0.2 -0.2 0.3
H -1.24096 -0.19294 3.43017 0.6 -0.3 0.4
H -0.70494 0.59708 2.14052 0.8 0.1 0.6
O -2.50039 2.85712 -1.12290 0.6 -0.8 -0.2
H -3.01474 2.26985 -0.54050 0.1 -0.2 0.1
H -2.99866 3.65246 -1.14446 -0.6 1.2 -0.1
O 0.24295 2.78983 -2.02223 -0.4 -0.2 -0.4
H -0.71826 2.97250 -1.90789 0.6 -0.4 0.1
H 0.31841 2.16277 -2.76466 -0.3 0.2 0.3
O -0.45838 -1.69495 -0.97371 -0.4 -0.6 1.4
H -1.43409 -1.63963 -0.95456 0.6 0.4 -0.5
H -0.15878 -1.43458 -1.83397 -0.2 0.5 -1.0
O 0.03291 -0.03076 -3.52693 -1.1 -0.2 -1.0
H 0.95612 -0.23167 -3.28903 0.0 0.1 -0.3
H -0.24659 -0.32941 -4.43053 1.0 0.3 1.4
O 0.02681 0.97810 0.21332 0.2 -0.3 -0.5
H 0.30239 1.37010 -0.64290 -0.4 0.3 0.5
H -0.01883 0.02644 0.00863 -0.2 0.2 0.0